# 1
Computed, not measured: a 2-piece molecular cluster, C3H8NO2 overall at a distorted geometry, with ωB97M-V with the def2-TZVPD basis set.

CARTESIAN COORDINATES (ANGSTROEM)
C1 0.633 -0.488 -0.348
C2 -1.188 0.499 -0.250
C3 1.708 0.565 -0.242
N1 -1.975 -0.642 0.412
O1 0.434 -1.616 -0.128
O2 2.793 -0.010 0.433
H1 -1.766 0.988 -1.165
H2 -1.105 1.268 0.534
H3 2.056 0.911 -1.272
H4 1.373 1.566 0.367
H5 -2.826 -0.969 -0.076
H6 -2.148 -0.245 1.400
H7 -1.415 -1.490 0.536
H8 3.428 -0.339 -0.200

For the HOMO-LUMO gap, the calculation gives 10.342 eV. The calculation puts the energy above the lowest of the compared OMol25 structures with the same formula, charge and spin at 3.773 eV. The value obtained for the max |F| is 0.0920 hartree/bohr. As for the net charge: +1. The LUMO energy comes out at -3.772 eV.

---

# 2
Computed, not measured: a 2-piece molecular cluster, C2HCl3O2S overall at a distorted geometry, with ωB97M-V with the def2-TZVPD basis set.

CARTESIAN COORDINATES (ANGSTROEM)
C1 0.410 0.158 0.191
C2 1.320 0.888 0.808
O1 -3.783 -1.120 2.579
O2 -2.240 0.363 3.728
S1 -3.097 0.152 2.642
Cl1 2.516 1.848 0.030
Cl2 1.378 1.020 2.543
Cl3 -0.804 -0.655 1.021
H1 0.081 0.190 -0.942

For the HOMO-LUMO gap, the calculation gives 8.990 eV. The calculation puts the energy above the lowest of the compared OMol25 structures with the same formula, charge and spin at 0.000 eV. The value obtained for the max |F| is 0.0677 hartree/bohr. As for the net charge: 0. The LUMO energy comes out at -0.837 eV.

---

# 3
Computed, not measured: the molecule C3H4N4S at a distorted geometry, with ωB97M-V with the def2-TZVPD basis set.

CARTESIAN COORDINATES (ANGSTROEM)
C1 1.356 -0.728 -0.388
C2 0.787 0.498 0.264
N1 -0.661 0.567 0.027
N2 -1.465 1.560 0.023
N3 -2.625 0.932 -0.074
N4 -2.515 -0.357 -0.062
C3 -1.248 -0.620 0.025
S1 0.273 -2.100 0.152
H1 1.380 -0.710 -1.439
H2 2.372 -0.875 0.013
H3 0.926 0.415 1.330
H4 1.420 1.416 0.129

For the HOMO-LUMO gap, the calculation gives 9.460 eV. The calculation puts the energy above the lowest of the compared OMol25 structures with the same formula, charge and spin at 2.391 eV. The value obtained for the max |F| is 0.1091 hartree/bohr. As for the net charge: 0. The LUMO energy comes out at -0.400 eV.

---

# 4
Computed, not measured: a 13-piece molecular cluster, H26O13 overall at a distorted geometry, with ωB97M-V with the def2-TZVPD basis set.

CARTESIAN COORDINATES (ANGSTROEM)
O1 2.778 -0.997 0.086
H1 3.350 -1.033 -0.681
H2 2.074 -1.615 -0.111
O2 -1.860 -1.566 -2.414
H3 -1.890 -0.656 -2.710
H4 -1.075 -1.615 -1.868
O3 2.548 3.224 -0.043
H5 2.191 2.436 0.368
H6 2.007 3.937 0.295
O4 -0.899 0.880 3.063
H7 -0.297 0.153 3.222
H8 -1.491 0.871 3.815
O5 -1.759 -2.082 0.816
H9 -2.698 -2.025 0.637
H10 -1.461 -2.832 0.301
O6 0.771 -1.804 2.754
H11 -0.061 -1.624 2.317
H12 0.801 -2.758 2.831
O7 0.237 -3.208 -1.202
H13 -0.035 -4.073 -1.509
H14 1.054 -3.368 -0.729
O8 -0.637 2.777 -0.539
H15 0.006 2.787 -1.248
H16 -0.800 1.848 -0.376
O9 -0.584 0.106 -0.337
H17 0.014 0.411 0.345
H18 -0.918 -0.729 -0.008
O10 -1.387 1.191 -2.829
H19 -0.474 0.991 -3.036
H20 -1.338 1.897 -2.185
O11 1.281 1.496 -2.414
H21 2.085 1.840 -2.804
H22 1.440 0.557 -2.325
O12 -3.360 0.734 1.486
H23 -3.167 0.276 0.668
H24 -2.618 1.326 1.611
O13 1.864 1.056 1.439
H25 2.250 0.325 0.957
H26 2.055 0.865 2.358

For the HOMO-LUMO gap (spin up / spin down), the calculation gives 3.308 / 10.419 eV. The calculation puts the energy above the lowest of the compared OMol25 structures with the same formula, charge and spin at 0.245 eV. The value obtained for the max |F| is 0.0261 hartree/bohr. As for the net charge: -1. The spin multiplicity is 2. Its expectation value of S² is 0.75. The LUMO energy (spin up / spin down) comes out at 2.836 / 2.702 eV.

---

# 5
Computed, not measured: an isolated ion of composition C8H13N5 and charge +2 at a distorted geometry, with ωB97M-V with the def2-TZVPD basis set.

CARTESIAN COORDINATES (ANGSTROEM)
C1 4.040 0.496 0.206
C2 3.708 -0.831 0.044
C3 2.998 1.468 0.305
C4 2.401 -1.302 -0.118
C5 1.704 0.971 0.447
C6 1.381 -0.393 0.086
C7 -2.922 0.585 -0.095
C8 0.030 -0.871 0.178
N1 -3.544 -0.299 0.633
N2 -1.857 0.381 -0.966
N3 -3.344 1.883 0.018
N4 -3.365 -1.614 0.537
N5 -0.844 -0.542 -1.043
H1 5.010 0.789 0.003
H2 4.487 -1.488 0.091
H3 3.324 2.461 0.746
H4 2.246 -2.354 -0.309
H5 0.879 1.718 0.414
H6 -0.094 -2.011 0.359
H7 -0.467 -0.336 0.978
H8 -1.805 1.110 -1.659
H9 -4.340 2.070 0.245
H10 -2.942 2.612 -0.582
H11 -2.577 -2.145 0.019
H12 -3.902 -2.132 1.249
H13 -0.203 -0.227 -1.786

For the HOMO-LUMO gap (spin up / spin down), the calculation gives 4.712 / 7.504 eV. The calculation puts the energy above the lowest of the compared OMol25 structures with the same formula, charge and spin at 5.160 eV. The value obtained for the max |F| is 0.0646 hartree/bohr. As for the net charge: +2. The LUMO energy (spin up / spin down) comes out at -11.332 / -9.562 eV.

---

# 6
Computed, not measured: C16H24F18Na4O12P3 as an isolated structure at a distorted geometry, with ωB97M-V with the def2-TZVPD basis set.

CARTESIAN COORDINATES (ANGSTROEM)
Na1 -4.100 -0.410 -3.576
Na2 -3.971 -3.433 -0.641
Na3 1.240 -1.485 -3.150
Na4 -2.735 0.663 2.120
P1 -1.413 -0.712 -0.349
F1 -1.513 -2.270 -0.813
F2 -2.352 -0.295 -1.540
F3 -2.705 -1.066 0.549
F4 -1.359 0.802 0.209
F5 -0.405 -1.115 0.943
F6 -0.114 -0.480 -1.335
P2 -5.909 -0.039 -0.361
F7 -4.789 0.793 0.409
F8 -7.055 0.805 0.415
F9 -5.977 0.955 -1.610
F10 -7.157 -0.850 -0.979
F11 -4.929 -0.895 -1.302
F12 -5.887 -1.126 0.852
P3 -2.575 -3.317 -4.281
F13 -1.937 -4.047 -5.503
F14 -3.652 -2.543 -5.262
F15 -3.714 -4.469 -4.095
F16 -3.156 -2.572 -2.941
F17 -1.537 -4.261 -3.378
F18 -1.416 -2.131 -4.391
C1 5.200 3.616 -0.494
C2 4.616 3.182 -1.801
C3 5.403 2.061 -2.543
O1 4.373 1.217 -3.053
C4 3.232 1.438 -2.390
O2 2.248 0.764 -2.456
O3 3.373 2.544 -1.597
H1 5.081 2.852 0.275
H2 4.642 4.486 -0.150
H3 6.240 3.810 -0.758
H4 4.525 4.024 -2.487
H5 6.059 1.569 -1.825
H6 6.059 2.394 -3.347
C5 -0.888 -3.958 2.234
C6 -0.973 -3.430 3.691
C7 -2.219 -3.943 4.491
O4 -1.572 -4.422 5.668
C8 -0.241 -4.459 5.587
O5 0.484 -4.967 6.441
O6 0.147 -4.009 4.366
H7 -1.041 -5.034 2.144
H8 -0.004 -3.597 1.709
H9 -1.791 -3.714 1.675
H10 -0.917 -2.342 3.721
H11 -2.719 -4.791 4.024
H12 -2.947 -3.191 4.795
C9 2.540 0.656 1.034
C10 2.414 0.133 2.478
C11 1.801 -1.240 2.548
O7 2.656 -1.996 3.372
C12 3.682 -1.220 3.735
O8 4.587 -1.529 4.464
O9 3.644 -0.082 3.035
H13 3.086 1.598 0.999
H14 1.587 0.696 0.506
H15 3.094 -0.054 0.419
H16 1.850 0.857 3.066
H17 1.602 -1.733 1.596
H18 0.863 -1.141 3.094
C13 0.814 4.259 0.038
C14 0.422 4.673 -1.373
C15 -0.082 3.473 -2.159
O10 -1.201 3.970 -2.838
C16 -1.561 5.163 -2.347
O11 -2.545 5.732 -2.800
O12 -0.602 5.659 -1.490
H19 1.275 5.131 0.501
H20 1.373 3.324 0.066
H21 -0.135 4.092 0.549
H22 1.259 5.137 -1.894
H23 -0.292 2.596 -1.547
H24 0.615 3.241 -2.964

For the HOMO-LUMO gap, the calculation gives 8.830 eV. The value obtained for the max |F| is 0.1120 hartree/bohr. As for the net charge: +1. The LUMO energy comes out at -4.011 eV.

---

| no. | total energy (a.u.) |
| --- | --- |
| 1 | -323.98860 |
| 2 | -2006.00307 |
| 3 | -733.81940 |
| 4 | -993.72550 |
| 5 | -585.62206 |
| 6 | -4998.51698 |